(1)
DFT (ωB97M-V/def2-TZVPD) results for a structure of composition C6H9ClN.

Computed properties:
- ΔE to the lowest compared entry with this formula, charge and spin (kJ/mol) = 135.97
- E_HOMO (eV) = -13.72
- lowest unoccupied orbital energy (eV) = -3.682
- gap between HOMO and LUMO (eV) = 10.0
- DFT total energy (hartree) = -748.6143
- total charge = +1

XYZ file:
```
17
Properties=species:S:1:pos:R:3:nbo_charge:R:1
C -0.5447 1.4219 -0.4348 -0.207
C 0.7215 1.2315 -0.8006 -0.211
C 0.5136 0.2157 1.2749 -0.430
C 0.0899 -1.3941 -0.7132 -0.255
C -0.8883 0.4048 0.5924 -0.106
C 1.2977 0.1192 -0.0339 -0.006
N -1.1670 -0.8818 -0.1047 -0.525
Cl 2.9466 -0.2924 0.0469 0.123
H -1.2670 2.1779 -0.7966 0.257
H 1.1729 1.9489 -1.4674 0.264
H 0.8708 1.1476 1.6420 0.258
H 0.7181 -0.5203 1.9532 0.236
H 0.2609 -1.5608 -1.7302 0.241
H 0.2672 -2.2647 -0.1717 0.203
H -1.7698 0.7748 1.0283 0.252
H -1.7778 -0.9498 -0.9061 0.459
H -1.4446 -1.5786 0.6216 0.447
```


(2)
DFT (ωB97M-V/def2-TZVPD) results for the molecule C2H4N6.

Computed properties:
- ΔE to the lowest compared entry with this formula, charge and spin (kJ/mol) = 174.16
- E_HOMO (eV) = -8.21
- lowest unoccupied orbital energy (eV) = 0.313
- gap between HOMO and LUMO (eV) = 8.5
- DFT total energy (hartree) = -407.0506
- SMILES = N/N=c1/nc[nH]nn1
- total charge = 0

XYZ file:
```
12
Properties=species:S:1:pos:R:3:nbo_charge:R:1
C 0.0175 -0.2083 0.5310 0.316
C 1.1768 -1.0109 -1.1568 0.248
H -1.6779 1.2396 1.6577 0.360
H -1.2394 0.7509 3.1983 0.365
H 1.8336 -1.7106 -1.6801 0.197
H 0.7030 0.0523 -2.9500 0.409
N -0.8873 0.9849 2.2728 -0.644
N -0.0622 -0.0328 1.8062 -0.207
N 0.8204 -1.2317 0.0622 -0.407
N 0.6489 0.0603 -1.9278 -0.468
N -0.5245 0.6054 -1.4965 0.056
N -0.8088 0.5010 -0.3169 -0.225
```


(3)
DFT (ωB97M-V/def2-TZVPD) results for a structure of composition C15H14N2O5S3V.

Computed properties:
- ΔE to the lowest compared entry with this formula, charge and spin (kJ/mol) = 0.00
- E_HOMO (eV) = -12.80
- lowest unoccupied orbital energy (eV) = -5.320
- gap between HOMO and LUMO (eV) = 7.5
- DFT total energy (hartree) = -3204.0395
- total charge = +1

XYZ file:
```
40
Properties=species:S:1:pos:R:3:nbo_charge:R:1
V 0.1882 -1.6083 0.4245 0.982
C -0.2069 6.1260 -0.2622 -0.644
C -0.4192 4.7055 0.1673 0.060
C -0.5004 4.3767 1.5221 -0.197
C -0.7343 3.0780 1.9257 -0.177
C -0.8822 2.0925 0.9546 -0.341
C -0.7954 2.3842 -0.4031 -0.164
C -0.5703 3.6929 -0.7832 -0.213
S -1.1325 0.4680 1.4853 2.322
O -2.0189 0.4064 2.5930 -0.849
O -1.4191 -0.3687 0.2656 -0.849
N 0.2823 -0.2629 1.7540 -0.765
C 0.9492 -0.4999 3.0138 -0.356
C 1.6412 -1.8483 2.8189 0.786
O 2.4360 -2.3462 3.5350 -0.473
O 1.2211 -2.4225 1.6406 -0.557
H 0.2547 6.7174 0.5258 0.231
H -1.1670 6.5856 -0.5070 0.244
H 0.4174 6.1811 -1.1530 0.233
H -0.3881 5.1552 2.2654 0.233
H -0.8259 2.8307 2.9758 0.243
H -0.9178 1.6037 -1.1406 0.239
H -0.5154 3.9397 -1.8358 0.232
H 0.2378 -0.5685 3.8404 0.259
H 1.6992 0.2567 3.2426 0.255
S 1.6365 -0.7145 -0.9124 0.292
C 1.1777 -2.1994 -1.7579 -0.281
C 1.8098 -3.4049 -1.4232 -0.162
C 1.3631 -4.5828 -1.9972 -0.204
C 0.3113 -4.5545 -2.9030 -0.139
C -0.2919 -3.3510 -3.2695 -0.226
C 0.1312 -2.1708 -2.6994 -0.107
H 2.6187 -3.4076 -0.7046 0.253
H 1.8302 -5.5220 -1.7350 0.245
H -0.0369 -5.4792 -3.3448 0.241
H -1.1044 -3.3453 -3.9829 0.246
H -0.3436 -1.2317 -2.9500 0.232
O -3.0905 -3.6735 -0.9941 -0.805
S -1.9298 -4.0548 -0.2350 1.569
N -0.9151 -2.9827 0.0432 -0.889
```


(4)
DFT (ωB97M-V/def2-TZVPD) results for a cluster of 5 separate species, C11H30BrClNO4S4 in total.

Computed properties:
- E_HOMO (eV) = -3.68
- lowest unoccupied orbital energy (eV) = 2.182
- gap between HOMO and LUMO (eV) = 5.9
- DFT total energy (hartree) = -5419.6837
- total charge = -1

XYZ file:
```
52
Properties=species:S:1:pos:R:3:nbo_charge:R:1
C 0.5384 -0.8303 3.3276 -0.601
C -0.7443 -1.0736 2.5413 -0.453
C -1.9787 -0.7461 3.3782 0.093
Br -3.0132 1.0449 2.2648 -0.615
N -2.7059 -1.8360 3.5272 -0.550
Cl -4.1008 -1.5038 4.5903 -0.071
H 1.4179 -1.0195 2.7068 0.199
H 0.5934 0.2134 3.6505 0.199
H 0.5968 -1.4646 4.2174 0.191
H -0.8306 -2.1024 2.1861 0.202
H -0.7188 -0.4307 1.6656 0.244
H -1.7351 -0.2057 4.2965 0.161
C 3.5789 -1.5260 -0.5150 -0.836
S 2.4674 -0.2523 0.0965 1.255
O 1.1099 -0.8620 0.1161 -0.999
C 2.5315 0.7978 -1.3467 -0.844
H 3.6271 -2.3181 0.2310 0.257
H 3.1766 -1.9223 -1.4472 0.230
H 4.5691 -1.0967 -0.6705 0.219
H 2.1928 0.2444 -2.2220 0.271
H 3.5347 1.2021 -1.4862 0.216
H 1.8381 1.6150 -1.1488 0.234
C -1.5966 1.4068 -2.3794 -0.827
S -0.9332 -0.0708 -3.1156 1.261
O 0.4285 0.2631 -3.6445 -1.022
C -2.0002 -0.1169 -4.5602 -0.828
H -1.0347 1.6034 -1.4703 0.269
H -1.4973 2.2367 -3.0792 0.219
H -2.6381 1.2485 -2.1009 0.251
H -1.8742 0.8079 -5.1233 0.223
H -3.0341 -0.2414 -4.2383 0.228
H -1.6913 -0.9701 -5.1602 0.230
C 0.5669 -5.1917 1.5223 -0.827
S 1.3647 -5.3782 -0.0753 1.230
O 2.8198 -5.1110 0.1400 -1.011
C 0.6872 -3.8891 -0.7914 -0.844
H 0.9083 -6.0090 2.1542 0.229
H 0.8563 -4.2314 1.9496 0.243
H -0.5150 -5.2391 1.4004 0.237
H 0.9811 -3.0475 -0.1650 0.271
H -0.3983 -3.9564 -0.8633 0.234
H 1.1100 -3.7760 -1.7888 0.228
C 0.0418 5.4408 -0.8873 -0.837
S -0.7726 4.3537 0.2987 1.277
O -1.8939 3.7115 -0.4232 -0.977
C -1.4987 5.6520 1.3037 -0.835
H 0.5109 4.8001 -1.6320 0.234
H -0.7070 6.0778 -1.3585 0.223
H 0.8013 6.0364 -0.3799 0.219
H -2.1378 6.2697 0.6728 0.222
H -0.7088 6.2428 1.7682 0.217
H -2.0900 5.1499 2.0673 0.261
```


(5)
DFT (ωB97M-V/def2-TZVPD) results for the ion C2H6N3 with charge +1.

Computed properties:
- ΔE to the lowest compared entry with this formula, charge and spin (kJ/mol) = 324.92
- E_HOMO (alpha / beta) (eV) = -9.69 / -14.67
- lowest unoccupied orbital energy (alpha / beta) (eV) = -3.265 / -9.002
- gap between HOMO and LUMO (alpha / beta) (eV) = 6.4 / 5.7
- DFT total energy (hartree) = -243.5721
- ⟨S²⟩ = 2.014
- 2S+1 = 3
- total charge = +1

XYZ file:
```
11
Properties=species:S:1:pos:R:3:mulliken_spin:R:1
C -0.7242 0.0037 -0.1191 0.588
C 0.6862 0.1201 -0.5532 0.027
N -0.2040 1.1256 0.1674 0.374
N -1.8962 -0.5985 0.0243 0.207
N 1.7005 -0.5531 0.1909 0.765
H 1.0686 0.4179 -1.4924 0.026
H -0.2740 2.1234 0.1593 0.055
H -1.8785 -1.5785 -0.2171 -0.008
H -2.5039 -0.0173 0.5565 -0.005
H 2.5293 0.0191 0.2567 -0.012
H 1.4962 -1.0624 1.0267 -0.017
```


(6)
DFT (ωB97M-V/def2-TZVPD) results for a structure of composition C44H65F4N2O4PS2SeTa.

Computed properties:
- ΔE to the lowest compared entry with this formula, charge and spin (kJ/mol) = 512.69
- E_HOMO (alpha / beta) (eV) = -7.21 / -7.80
- lowest unoccupied orbital energy (alpha / beta) (eV) = -0.128 / -0.002
- gap between HOMO and LUMO (alpha / beta) (eV) = 7.1 / 7.8
- DFT total energy (hartree) = -6121.7601
- ⟨S²⟩ = 0.754
- 2S+1 = 2
- total charge = 0

XYZ file:
```
124
Properties=species:S:1:pos:R:3:mulliken_spin:R:1
Ta 0.6460 1.1997 1.4707 0.909
C -2.3349 -1.8757 2.3135 0.014
C -2.5947 -0.9438 3.4893 0.001
N -1.7246 0.2470 3.5167 0.004
C -1.2112 0.5051 4.8625 0.008
C -2.2540 0.8689 5.9223 0.001
C -2.3843 1.3917 2.8909 0.118
C -1.6155 2.6999 3.0367 -0.067
N -0.1694 2.5612 2.8317 0.096
C 0.6280 3.5647 3.3101 -0.015
C 2.0008 3.3160 3.4723 0.035
F 2.4304 2.0459 3.1914 0.026
C 2.9163 4.2450 3.9003 -0.004
F 4.2003 3.8936 4.0230 0.000
C 2.5158 5.5259 4.2208 0.001
C 1.1693 5.8059 4.1016 -0.001
F 0.7358 7.0332 4.4071 0.000
C 0.2443 4.8739 3.6674 -0.001
F -1.0293 5.2900 3.5655 0.000
H -2.6973 -1.4353 1.3872 0.000
H -2.8548 -2.8251 2.4580 0.001
H -1.2683 -2.0666 2.2073 -0.001
H -2.4393 -1.4949 4.4193 -0.001
H -3.6496 -0.6433 3.4684 0.000
H -0.4667 1.2994 4.7936 -0.008
H -0.6811 -0.3961 5.1802 0.002
H -2.8105 1.7667 5.6485 0.000
H -1.7449 1.0603 6.8676 0.000
H -2.9716 0.0624 6.0798 0.000
H -3.3802 1.5754 3.3229 0.000
H -2.5220 1.1555 1.8322 -0.016
H -1.7828 3.0839 4.0457 -0.003
H -2.0401 3.4124 2.3259 -0.009
H 3.2196 6.2785 4.5415 0.000
C 3.5166 -5.0146 -1.8853 0.000
C 3.1155 -5.2069 -0.4221 0.000
C 4.2884 -5.8761 0.3125 0.000
C 1.8813 -6.1204 -0.3687 0.000
C 2.7697 -3.8874 0.2588 -0.003
C 2.7884 -2.6693 -0.4041 0.003
C 2.3522 -1.5306 0.2498 0.022
Se 2.4679 0.1907 -0.6059 -0.012
C 0.6873 0.3591 -1.4318 -0.058
C 0.5374 -0.3533 -2.7172 0.017
C -0.5178 -0.3005 -3.5511 0.008
C -1.7832 0.4174 -3.3619 -0.003
C -2.3092 1.2947 -2.4792 -0.005
C -1.5184 1.9160 -1.3824 -0.009
O -2.0044 2.5343 -0.4438 0.024
C -3.8326 1.5351 -2.4891 -0.001
C -4.5013 1.0146 -3.7653 0.000
C -4.4278 0.7733 -1.2902 0.000
C -4.1895 3.0272 -2.3787 0.001
C -0.5205 -1.2104 -4.7945 0.000
C -0.9067 -0.4152 -6.0509 0.000
C 0.8438 -1.8491 -5.0774 0.000
C -1.5200 -2.3559 -4.5560 0.000
C 1.9118 -1.5435 1.5819 0.007
O 1.3384 -0.4201 2.0366 -0.004
C 2.0750 -2.7255 2.3254 -0.009
C 2.4476 -3.8620 1.6141 0.001
C 1.9140 -2.8245 3.8532 -0.001
C 2.2194 -1.4932 4.5562 0.003
C 2.9193 -3.8470 4.4147 0.000
C 0.4939 -3.2766 4.2130 -0.001
H 3.7326 -5.9868 -2.3306 0.000
H 4.4137 -4.3990 -1.9752 0.000
H 2.7146 -4.5532 -2.4651 0.000
H 4.5762 -6.7985 -0.1957 0.000
H 4.0257 -6.1250 1.3407 0.000
H 5.1493 -5.2058 0.3347 0.000
H 2.0894 -7.0710 -0.8644 0.000
H 1.0345 -5.6465 -0.8686 0.000
H 1.5918 -6.3279 0.6623 0.000
H 3.1298 -2.5708 -1.4257 -0.002
H 1.3889 -0.9648 -2.9814 0.000
H -2.5055 0.0826 -4.0920 0.000
H -4.4797 -0.0758 -3.8225 0.000
H -4.0340 1.4305 -4.6608 0.000
H -5.5482 1.3211 -3.7622 0.000
H -4.1862 -0.2903 -1.3538 0.000
H -5.5147 0.8866 -1.2808 0.000
H -4.0309 1.1627 -0.3541 0.001
H -3.7928 3.5803 -3.2334 0.000
H -3.7998 3.4614 -1.4650 0.000
H -5.2752 3.1459 -2.3668 0.000
H -0.1777 0.3785 -6.2273 0.000
H -1.8938 0.0418 -5.9807 0.000
H -0.9104 -1.0786 -6.9177 0.000
H 1.6167 -1.0903 -5.2146 0.000
H 0.7775 -2.4337 -5.9962 0.000
H 1.1491 -2.5317 -4.2828 0.000
H -2.5495 -2.0014 -4.4808 0.000
H -1.2738 -2.8793 -3.6301 0.000
H -1.4734 -3.0740 -5.3778 0.000
H 2.5099 -4.7897 2.1657 0.000
H 3.2323 -1.1572 4.3225 0.001
H 2.1496 -1.6294 5.6374 -0.001
H 1.5263 -0.7101 4.2702 0.001
H 3.9168 -3.6662 4.0110 0.000
H 2.6352 -4.8760 4.1916 0.000
H 2.9645 -3.7496 5.5002 0.000
H -0.2392 -2.5375 3.8890 -0.002
H 0.4024 -3.4011 5.2947 0.000
H 0.2552 -4.2265 3.7305 0.000
C 1.7114 2.6207 -5.0285 0.000
C 2.3242 2.9113 -3.6686 0.000
O 1.7406 2.0756 -2.6746 0.002
P 0.3840 2.2931 -1.7524 -0.007
S -0.5677 -0.1416 -0.2431 -0.047
S 0.9640 3.1754 0.0111 -0.023
O -0.0154 3.5997 -2.6871 0.005
C -0.8549 4.6957 -2.3453 -0.002
C -1.3818 5.3091 -3.6272 0.000
H 2.0936 3.3123 -5.7806 0.000
H 0.6288 2.7299 -4.9632 0.000
H 1.9407 1.5967 -5.3278 0.000
H 2.2062 3.9628 -3.4048 0.000
H 3.3877 2.6656 -3.6612 0.000
H -0.2625 5.4248 -1.7846 0.000
H -1.6765 4.3736 -1.7051 0.002
H -0.5564 5.5729 -4.2893 0.000
H -1.9469 6.2131 -3.3973 0.000
H -2.0316 4.6043 -4.1472 0.000
```


(7)
DFT (ωB97M-V/def2-TZVPD) results for a structure of composition F6H22N3Na2O23S6.

Computed properties:
- E_HOMO (eV) = -7.05
- lowest unoccupied orbital energy (eV) = 0.072
- gap between HOMO and LUMO (eV) = 7.1
- DFT total energy (hartree) = -5220.9665
- total charge = -1

XYZ file:
```
62
Properties=species:S:1:pos:R:3:nbo_charge:R:1
Na -0.6757 -0.9209 -0.0169 0.907
Na -0.2752 -1.0195 -4.8185 0.984
N 1.1661 -1.9726 -1.1902 -1.136
S 1.1811 -3.4381 -2.0821 2.295
O 0.0770 -4.3832 -1.8766 -0.818
O 2.4609 -4.0005 -2.4833 -0.826
F 0.6255 -2.7705 -3.5143 -0.585
S 1.9257 -2.7292 -0.0328 2.358
O 3.3839 -2.7386 -0.1331 -0.849
O 1.2350 -3.7646 0.7404 -0.861
F 1.7613 -1.4336 0.9686 -0.522
N 4.9525 0.6293 2.2159 -1.039
S 4.7740 2.3326 1.7903 2.326
O 4.6537 3.3642 2.8317 -0.872
O 4.1375 2.6641 0.5373 -0.896
F 6.3256 2.4239 1.3464 -0.509
S 3.6926 0.5804 2.9925 2.427
O 2.4299 0.9023 2.2745 -0.996
O 3.8278 0.9877 4.4265 -0.918
F 3.6217 -0.9775 3.1381 -0.496
N -2.9583 -1.1833 -0.7478 -1.159
S -3.3108 -0.8556 -2.3738 2.364
O -4.6886 -0.7289 -2.8130 -0.822
O -2.2424 -1.3329 -3.2820 -0.959
F -2.9085 0.6970 -2.2742 -0.517
S -3.5382 -2.5878 -0.8268 2.379
O -2.6211 -3.6120 -1.4204 -0.852
O -4.9691 -2.7808 -0.7876 -0.864
F -3.2459 -2.8230 0.6965 -0.512
O 0.7095 0.1124 -2.8249 -1.020
H 0.9619 -0.5943 -2.2307 0.497
H 0.7427 0.9026 -2.2858 0.507
O -0.5654 3.2832 2.2567 -0.962
H 0.0756 3.6906 1.6741 0.470
H -0.6067 2.3715 1.9680 0.491
O -0.5365 -1.1718 2.3103 -0.977
H -0.0487 -0.5666 2.8689 0.496
H -1.4523 -1.0394 2.5554 0.490
O 0.6636 1.2133 0.3686 -1.038
H 1.1165 1.8478 -0.1868 0.508
H 1.3214 0.9421 1.0089 0.517
O 3.1728 0.9046 -1.8399 -0.940
H 2.6268 0.3120 -2.3565 0.452
H 3.5950 0.3392 -1.1930 0.482
O -3.3054 3.2038 -0.0284 -0.951
H -2.6048 3.8509 0.0532 0.490
H -3.8227 3.3081 0.7702 0.482
O -0.9565 3.6658 -2.6695 -0.948
H -1.4602 2.8943 -2.9291 0.489
H -1.4538 4.4056 -3.0183 0.489
O 1.2681 3.4813 -1.4700 -0.965
H 1.1639 4.3498 -1.0814 0.467
H 0.5340 3.4012 -2.0790 0.479
O -1.3027 -5.2534 1.2335 -0.945
H -1.6340 -4.9722 2.0863 0.460
H -0.6326 -4.6070 1.0112 0.485
O -2.8113 0.7113 0.9922 -1.002
H -3.0174 1.4478 0.4166 0.499
H -2.8563 -0.0575 0.4237 0.465
O -3.3268 -0.6745 3.5745 -0.958
H -3.1639 -0.2439 4.4137 0.468
H -3.1918 0.0127 2.9220 0.492
```


(8)
DFT (ωB97M-V/def2-TZVPD) results for a structure of composition C7H8N2O3.

Computed properties:
- ΔE to the lowest compared entry with this formula, charge and spin (kJ/mol) = 880.42
- E_HOMO (eV) = -8.45
- lowest unoccupied orbital energy (eV) = 0.011
- gap between HOMO and LUMO (eV) = 8.5
- DFT total energy (hartree) = -606.4560
- total charge = 0

XYZ file:
```
20
Properties=species:S:1:pos:R:3:nbo_charge:R:1
C -0.5548 -0.5562 2.4980 -0.453
C -0.0806 0.2759 0.1486 0.125
C -0.7252 0.9847 -0.8104 -0.226
C -0.5340 0.4863 -2.0622 0.245
C 0.4450 -0.2773 -2.5309 -0.242
C 1.3671 -1.0518 -1.6519 -0.271
C 1.1306 -0.6633 -0.2679 0.260
H -0.4764 -1.7209 2.3429 0.242
H 0.1483 -0.4066 3.4781 0.243
H -1.6008 -0.5445 2.9558 0.228
H -1.3404 1.6913 -0.4025 0.244
H -1.4526 0.4470 -3.9580 0.462
H 0.0672 -0.5771 -3.5970 0.203
H 2.1925 -1.7227 -2.1241 0.256
H 1.7053 0.1084 1.3581 0.487
N -0.2116 0.2357 1.5199 -0.311
N -0.2273 1.5240 1.9946 0.212
O -0.3681 1.6621 3.2245 -0.361
O -1.3257 1.1796 -3.0173 -0.675
O 1.8415 -1.0742 0.9016 -0.669
```